ORCA calculation (the ωB97M-V functional and the def2-TZVPD basis) on the molecule C6H7FO3 in a non-equilibrium geometry.

relative energy (zero: lowest compared OMol25 entry of this formula, charge and spin)	49.31	kcal/mol
frontier orbital gap	0.363	hartree
HOMO	-9.11	eV
net charge	0

```
17
Properties=species:S:1:pos:R:3:forces:R:3:lowdin_charge:R:1
C -2.15848 1.75333 -1.12808 -3.88 -0.35 -1.41 0.134
C -1.14707 1.26934 -0.75959 3.08 0.13 1.71 -0.080
C -0.33791 -1.15204 0.97952 -0.74 -0.69 1.23 -0.151
C 0.03362 0.34476 1.25064 -0.58 -0.35 0.87 -0.297
C 0.57366 -0.86820 -1.05671 0.18 2.20 1.53 -0.182
C 0.09106 0.90592 -0.12679 1.72 -2.56 -3.47 -0.255
O 0.71029 -1.60441 0.18453 1.17 0.28 -2.24 -0.098
O 1.22428 0.40590 1.99649 -0.77 0.54 -0.36 0.032
O 1.67502 -0.70944 -1.89155 -0.87 -0.07 1.72 0.035
F 1.16655 1.75186 -0.43405 -1.00 -0.72 0.45 0.031
H -3.18119 1.67707 -1.51328 0.97 0.77 0.21 0.057
H -0.38717 -1.87270 1.85939 0.12 1.41 -0.76 0.162
H -1.28286 -1.26517 0.42100 0.02 0.33 0.29 0.128
H -0.69038 0.91426 1.79428 -0.75 -0.02 0.56 0.151
H -0.27885 -1.27980 -1.61301 0.24 0.36 0.05 0.149
H 1.73047 -0.24408 1.53775 1.46 -0.86 -0.18 0.073
H 2.25896 -0.02660 -1.50056 -0.35 -0.40 -0.20 0.113
```
Positions in Å, forces in eV/Å.



ORCA calculation (the ωB97M-V functional and the def2-TZVPD basis) on the molecule C6H7N in a non-equilibrium geometry.

relative energy (zero: lowest compared OMol25 entry of this formula, charge and spin)	21.02	kcal/mol
frontier orbital gap	0.327	hartree
HOMO	-7.81	eV
net charge	0
SMILES string	Nc1ccccc1

```
14
Properties=species:S:1:pos:R:3:forces:R:3:lowdin_charge:R:1
N 0.36847 1.27270 1.84251 0.03 0.19 0.20 0.077
C 0.09669 0.49551 0.72265 0.02 -0.06 -1.07 -0.330
C -0.83101 0.89045 -0.28483 1.22 -1.06 1.76 -0.036
C -1.05663 -0.01336 -1.33131 0.18 1.38 0.93 -0.106
C -0.04326 -0.91082 -1.65212 -0.93 -0.25 -0.26 -0.119
C 0.89867 -1.27161 -0.69332 -0.31 -0.03 0.26 -0.094
C 0.82739 -0.69731 0.56916 -0.49 0.43 -0.10 -0.058
H -0.04275 2.18287 1.91985 -0.37 0.00 -0.05 0.079
H 0.44460 0.79027 2.72015 0.10 -0.03 0.06 0.085
H -1.32543 1.82192 -0.03760 -0.76 -0.27 -0.48 0.099
H -2.06938 -0.02759 -1.71510 0.40 0.28 -1.13 0.102
H -0.13018 -1.35881 -2.63280 0.27 -0.52 0.17 0.095
H 1.62199 -2.04825 -0.90214 -0.08 -0.10 0.02 0.100
H 1.24083 -1.12596 1.47491 0.72 0.04 -0.33 0.105
```
Positions in Å, forces in eV/Å.



ORCA calculation (the ωB97M-V functional and the def2-TZVPD basis) on a cluster of 2 separate species, C6H7N in total in a non-equilibrium geometry.

relative energy (zero: lowest compared OMol25 entry of this formula, charge and spin)	47.92	kcal/mol
frontier orbital gap	0.344	hartree
HOMO	-9.20	eV
net charge	0
SMILES string	N#CC1=CC=CC1.[H][H]

```
14
Properties=species:S:1:pos:R:3:forces:R:3:lowdin_charge:R:1
N -1.69724 -2.86347 -1.01605 0.53 0.93 0.18 0.143
C -1.14273 -1.86324 -0.82574 -0.48 -0.82 -0.16 -0.183
C -0.44304 -0.64347 -0.58795 -0.03 0.22 0.01 -0.269
C -0.97142 0.59901 -0.58826 0.02 -0.14 -0.04 -0.030
C 0.08535 1.56788 -0.30038 0.07 -0.06 0.01 -0.087
C 1.24506 0.91178 -0.11944 -0.08 0.05 -0.02 -0.088
C 1.02953 -0.56206 -0.29080 0.00 0.00 0.01 -0.149
H -2.01208 0.84166 -0.77105 0.14 -0.05 0.02 0.119
H -0.06534 2.64075 -0.25020 0.04 -0.18 0.01 0.104
H 2.20809 1.35482 0.10732 -0.14 -0.07 -0.04 0.105
H 1.63027 -0.96877 -1.11628 -0.07 0.03 0.13 0.138
H 1.29218 -1.13215 0.61120 -0.02 0.08 -0.12 0.131
H -0.82425 -0.22265 2.57804 0.09 0.09 0.00 0.037
H -0.33438 0.33993 2.56957 -0.07 -0.10 0.00 0.029
```
Positions in Å, forces in eV/Å.



ORCA calculation (the ωB97M-V functional and the def2-TZVPD basis) on the molecule C6H7N in a non-equilibrium geometry.

relative energy (zero: lowest compared OMol25 entry of this formula, charge and spin)	122.71	kcal/mol
frontier orbital gap	0.357	hartree
HOMO	-8.60	eV
net charge	0
SMILES string	C1[C@@H]2[C@H]3[C@@H]2N2[C@H]3[C@H]12

```
14
Properties=species:S:1:pos:R:3:forces:R:3:lowdin_charge:R:1
C 1.18212 -0.21895 -0.78562 0.08 -0.02 0.18 -0.134
C -0.01249 -1.04882 -0.34686 0.04 -0.15 -0.08 -0.186
C -1.22354 -0.17055 -0.23168 -0.28 -0.02 -0.29 -0.109
C -0.50331 -0.61265 1.00184 -0.25 -0.36 0.17 -0.194
N -0.03344 0.75413 1.26704 -0.35 -0.28 0.28 0.032
C -0.59413 1.22981 0.00670 -0.32 0.22 0.21 -0.221
C 0.87778 1.10845 -0.13617 -0.08 -0.47 0.62 -0.087
H 1.19522 -0.11175 -1.88083 0.00 0.07 0.28 0.121
H 2.14215 -0.63374 -0.47117 -0.10 0.00 0.02 0.110
H -0.14148 -2.09216 -0.61681 0.01 0.15 -0.02 0.138
H -2.23128 -0.38903 -0.54945 0.12 0.02 -0.10 0.128
H -0.75242 -1.24928 1.83906 -0.08 -0.05 -0.19 0.136
H -1.15156 2.15957 -0.05664 0.05 -0.10 0.02 0.128
H 1.24636 1.27498 0.96060 1.17 1.01 -1.09 0.136
```
Positions in Å, forces in eV/Å.



ORCA calculation (the ωB97M-V functional and the def2-TZVPD basis) on the molecule C6H7N.

relative energy (zero: lowest compared OMol25 entry of this formula, charge and spin)	85.43	kcal/mol
frontier orbital gap	0.337	hartree
HOMO	-9.00	eV
net charge	0

```
14
Properties=species:S:1:pos:R:3:forces:R:3:lowdin_charge:R:1
N -0.77958 3.13799 -0.32505 0.22 -0.89 0.28 0.147
C -0.49382 2.07235 0.02021 -0.19 0.70 -0.23 -0.199
C -0.10009 0.72179 0.42832 0.01 -0.04 0.05 -0.311
C 1.27364 0.28306 -0.16222 0.09 -0.02 -0.02 -0.202
C 1.27942 -1.18012 -0.46523 -0.31 0.25 0.14 0.056
C -0.09150 -1.58748 -0.14983 0.05 -0.06 -0.12 -0.241
C -1.05328 -0.39274 -0.04078 0.01 0.01 -0.02 -0.147
H -0.04436 0.70950 1.52376 0.02 0.02 -0.14 0.147
H 1.41540 0.71173 -1.16854 -0.01 0.00 0.04 0.136
H 2.13700 0.61633 0.42227 -0.08 -0.04 -0.16 0.116
H 0.30396 -1.86652 0.86573 -0.20 -0.06 0.14 0.151
H -0.48287 -2.51743 -0.56963 0.13 0.17 -0.01 0.109
H -1.47481 -0.15562 -1.02481 0.11 -0.06 0.13 0.123
H -1.88912 -0.55284 0.64581 0.15 0.01 -0.09 0.115
```
Positions in Å, forces in eV/Å.



ORCA calculation (the ωB97M-V functional and the def2-TZVPD basis) on a structure of composition C6H7N in a non-equilibrium geometry.

relative energy (zero: lowest compared OMol25 entry of this formula, charge and spin)	129.26	kcal/mol
frontier orbital gap	0.371	hartree
HOMO	-9.37	eV
net charge	0

```
14
Properties=species:S:1:pos:R:3:forces:R:3:lowdin_charge:R:1
C -0.14937 2.10740 -1.23512 -0.19 -0.11 1.17 0.037
C 0.21975 2.10775 -0.01260 -0.20 -0.38 -1.22 -0.137
C 0.61569 0.27300 0.58776 0.27 1.63 -1.08 -0.259
C 0.00962 0.47859 -0.91602 0.28 -1.14 1.72 -0.284
C 0.97205 -0.89766 1.42040 -1.76 0.51 1.05 -0.023
C -1.25061 -0.37086 -0.99633 -1.45 0.69 -0.94 -0.081
N 0.71643 1.47696 1.08526 -0.17 -0.41 -0.13 0.134
H 0.69482 0.21570 -1.71033 0.47 -0.24 0.17 0.125
H 1.33392 -0.49456 2.38716 -0.43 -0.43 -0.44 0.099
H 1.68406 -1.55079 1.03856 1.58 -0.86 -1.09 0.054
H 0.08403 -1.55404 1.53087 0.26 0.49 0.34 0.094
H -2.09152 0.00692 -0.40847 0.35 0.23 0.29 0.091
H -1.18122 -1.42503 -0.76340 0.80 -0.21 0.39 0.072
H -1.65765 -0.37337 -2.00775 0.19 0.23 -0.20 0.078
```
Positions in Å, forces in eV/Å.



Repeat the second record exactly.
ORCA calculation (the ωB97M-V functional and the def2-TZVPD basis) on the molecule C6H7N in a non-equilibrium geometry.

relative energy (zero: lowest compared OMol25 entry of this formula, charge and spin)	21.02	kcal/mol
frontier orbital gap	0.327	hartree
HOMO	-7.81	eV
net charge	0
SMILES string	Nc1ccccc1

```
14
Properties=species:S:1:pos:R:3:forces:R:3:lowdin_charge:R:1
N 0.36847 1.27270 1.84251 0.03 0.19 0.20 0.077
C 0.09669 0.49551 0.72265 0.02 -0.06 -1.07 -0.330
C -0.83101 0.89045 -0.28483 1.22 -1.06 1.76 -0.036
C -1.05663 -0.01336 -1.33131 0.18 1.38 0.93 -0.106
C -0.04326 -0.91082 -1.65212 -0.93 -0.25 -0.26 -0.119
C 0.89867 -1.27161 -0.69332 -0.31 -0.03 0.26 -0.094
C 0.82739 -0.69731 0.56916 -0.49 0.43 -0.10 -0.058
H -0.04275 2.18287 1.91985 -0.37 0.00 -0.05 0.079
H 0.44460 0.79027 2.72015 0.10 -0.03 0.06 0.085
H -1.32543 1.82192 -0.03760 -0.76 -0.27 -0.48 0.099
H -2.06938 -0.02759 -1.71510 0.40 0.28 -1.13 0.102
H -0.13018 -1.35881 -2.63280 0.27 -0.52 0.17 0.095
H 1.62199 -2.04825 -0.90214 -0.08 -0.10 0.02 0.100
H 1.24083 -1.12596 1.47491 0.72 0.04 -0.33 0.105
```
Positions in Å, forces in eV/Å.



Repeat the fourth record exactly.
ORCA calculation (the ωB97M-V functional and the def2-TZVPD basis) on the molecule C6H7N in a non-equilibrium geometry.

relative energy (zero: lowest compared OMol25 entry of this formula, charge and spin)	122.71	kcal/mol
frontier orbital gap	0.357	hartree
HOMO	-8.60	eV
net charge	0
SMILES string	C1[C@@H]2[C@H]3[C@@H]2N2[C@H]3[C@H]12

```
14
Properties=species:S:1:pos:R:3:forces:R:3:lowdin_charge:R:1
C 1.18212 -0.21895 -0.78562 0.08 -0.02 0.18 -0.134
C -0.01249 -1.04882 -0.34686 0.04 -0.15 -0.08 -0.186
C -1.22354 -0.17055 -0.23168 -0.28 -0.02 -0.29 -0.109
C -0.50331 -0.61265 1.00184 -0.25 -0.36 0.17 -0.194
N -0.03344 0.75413 1.26704 -0.35 -0.28 0.28 0.032
C -0.59413 1.22981 0.00670 -0.32 0.22 0.21 -0.221
C 0.87778 1.10845 -0.13617 -0.08 -0.47 0.62 -0.087
H 1.19522 -0.11175 -1.88083 0.00 0.07 0.28 0.121
H 2.14215 -0.63374 -0.47117 -0.10 0.00 0.02 0.110
H -0.14148 -2.09216 -0.61681 0.01 0.15 -0.02 0.138
H -2.23128 -0.38903 -0.54945 0.12 0.02 -0.10 0.128
H -0.75242 -1.24928 1.83906 -0.08 -0.05 -0.19 0.136
H -1.15156 2.15957 -0.05664 0.05 -0.10 0.02 0.128
H 1.24636 1.27498 0.96060 1.17 1.01 -1.09 0.136
```
Positions in Å, forces in eV/Å.